1.
The following is a quantum chemistry calculation of a molecular structure, C22H32AsN3O4RuS2SbSe4, from OMol25.

Its expectation value of S² is 6.04. The LUMO energy (spin up / spin down) is 0.93 / 0.31 eV. The frontier orbital gap (spin up / spin down) is 0.21259 / 0.18815 hartree. The calculation puts the total energy at -389008.94552 eV. The calculation puts the relative energy (zero: lowest compared OMol25 entry of this formula, charge and spin) at 63.15 kcal/mol.

```
! wB97M-V def2-TZVPD RIJCOSX def2/J DEFGRID3
* xyz -1 5
Ru 0.06 -0.64 -0.60
C 1.74 0.74 5.65
C 2.09 0.25 4.28
C 2.97 0.96 3.46
C 3.20 0.57 2.16
C 2.58 -0.56 1.65
C 1.74 -1.31 2.46
C 1.50 -0.90 3.77
S 2.70 -0.86 -0.10
O 1.85 -2.09 -0.26
O 4.10 -1.01 -0.45
N 1.96 0.36 -0.72
C 2.46 1.19 -1.80
C 1.53 1.04 -3.01
O 1.98 1.30 -4.12
O 0.34 0.65 -2.73
H 2.52 1.39 6.05
H 1.59 -0.09 6.34
H 0.81 1.32 5.62
H 3.44 1.86 3.84
H 3.84 1.16 1.51
H 1.29 -2.22 2.09
H 0.81 -1.47 4.38
H 3.48 0.93 -2.08
H 2.43 2.24 -1.49
N -2.58 -0.02 1.97
C -1.93 1.15 1.91
S -0.39 1.25 1.24
N -2.57 2.21 2.45
C -2.17 3.57 2.40
C -3.10 4.52 1.99
C -2.75 5.86 1.97
C -1.48 6.26 2.36
C -0.55 5.30 2.76
C -0.89 3.96 2.79
H -2.19 -0.79 1.46
H -3.59 -0.07 2.14
H -3.58 2.09 2.48
H -4.06 4.18 1.64
H -3.47 6.59 1.64
H -1.21 7.31 2.35
H 0.44 5.61 3.06
H -0.18 3.22 3.12
Se -5.29 1.82 0.30
Sb -4.36 -0.18 -0.80
Se -2.06 -0.90 -1.38
Se -5.76 -0.30 -2.82
Se -5.54 -1.33 1.06
C -1.30 -4.17 -1.04
C -0.23 -3.84 -2.07
As 0.07 -1.95 -2.53
C -0.99 -1.88 -4.18
C -0.35 -2.57 -5.38
C 1.90 -1.93 -3.33
C 2.56 -3.31 -3.47
H -1.21 -5.21 -0.73
H -2.31 -4.00 -1.43
H -1.19 -3.55 -0.15
H -0.40 -4.39 -3.00
H 0.74 -4.16 -1.68
H -1.17 -0.82 -4.39
H -1.95 -2.34 -3.96
H 0.62 -2.17 -5.64
H -1.01 -2.45 -6.24
H -0.23 -3.65 -5.21
H 2.57 -1.32 -2.73
H 1.85 -1.44 -4.30
H 2.82 -3.72 -2.50
H 3.49 -3.21 -4.03
H 1.94 -4.03 -4.01
*
```

2.
The following is a quantum chemistry calculation of 7 unconnected molecules or ions with the total composition C22H32BCl2NO23, from OMol25.

The LUMO energy is 0.32 eV. The frontier orbital gap is 0.37114 hartree. The calculation puts the total energy at -97639.54668 eV. As for the SMILES: C[C@H](Cl)[C@H](Cl)N(OB(O)O)C(=O)O.O=C1OCCO1.O=C1OCCO1.O=C1OCCO1.O=C1OCCO1.O=C1OCCO1.O=C1OCCO1.

```
! wB97M-V def2-TZVPD RIJCOSX def2/J DEFGRID3
* xyz 0 1
C 2.70 1.75 0.74
C 2.22 0.85 -0.38
Cl 1.84 1.73 -1.89
C 1.11 -0.08 0.11
Cl 0.67 -1.25 -1.21
N -0.02 0.60 0.70
O -0.68 1.36 -0.31
B -1.32 2.48 0.20
O -1.94 2.46 1.43
O -1.30 3.64 -0.55
C -0.95 -0.40 1.19
O -0.76 -0.94 2.26
O -2.04 -0.66 0.45
H 2.37 1.28 1.65
H 3.78 1.76 0.77
H 2.35 2.78 0.66
H 3.04 0.20 -0.66
H 1.55 -0.67 0.91
H -2.87 2.25 1.36
H -1.89 3.53 -1.30
H -1.80 -0.67 -0.49
O 5.71 0.21 -2.62
C 5.07 -0.76 -2.86
O 5.59 -1.95 -3.27
C 4.55 -2.93 -3.22
C 3.30 -2.08 -3.33
O 3.72 -0.84 -2.75
H 4.64 -3.64 -4.03
H 4.61 -3.46 -2.27
H 3.00 -1.91 -4.36
H 2.46 -2.49 -2.78
O 3.85 -5.52 -2.71
C 4.53 -6.43 -3.06
O 5.60 -6.90 -2.38
C 6.02 -8.12 -2.99
C 5.48 -7.98 -4.40
O 4.35 -7.13 -4.20
H 7.10 -8.22 -2.95
H 5.56 -8.96 -2.45
H 6.19 -7.47 -5.06
H 5.19 -8.92 -4.84
O 3.39 -0.26 2.73
C 3.25 -0.05 3.89
O 3.16 1.18 4.44
C 2.73 1.02 5.80
C 3.18 -0.39 6.12
O 3.14 -1.01 4.83
H 3.20 1.76 6.45
H 1.65 1.14 5.85
H 4.21 -0.42 6.50
H 2.53 -0.89 6.82
O 0.19 0.21 7.05
C -0.42 -0.77 6.75
O 0.16 -1.94 6.38
C -0.86 -2.93 6.30
C -2.10 -2.10 6.07
O -1.76 -0.86 6.71
H -0.66 -3.63 5.49
H -0.89 -3.49 7.24
H -2.29 -1.90 5.01
H -3.00 -2.53 6.51
O -4.29 3.47 -2.33
C -4.11 4.58 -2.73
O -5.07 5.36 -3.28
C -4.53 6.69 -3.40
C -3.04 6.43 -3.43
O -2.93 5.21 -2.68
H -4.90 7.17 -4.30
H -4.84 7.27 -2.53
H -2.67 6.25 -4.44
H -2.45 7.22 -2.97
O -10.72 4.17 -2.04
C -9.63 3.73 -2.20
O -9.36 2.45 -2.55
C -7.96 2.36 -2.87
C -7.38 3.53 -2.11
O -8.49 4.44 -2.06
H -7.56 1.40 -2.56
H -7.85 2.46 -3.95
H -7.10 3.26 -1.09
H -6.53 3.97 -2.60
*
```

3.
The following is a quantum chemistry calculation of a molecular structure, C22H32BMgN7, from OMol25.

The LUMO energy (spin up / spin down) is -8.08 / -8.08 eV. The frontier orbital gap (spin up / spin down) is 0.22459 / 0.22464 hartree. The calculation puts the total energy at -39868.09202 eV. The calculation puts the relative energy (zero: lowest compared OMol25 entry of this formula, charge and spin) at 73.25 kcal/mol.

```
! wB97M-V def2-TZVPD RIJCOSX def2/J DEFGRID3
* xyz 2 1
C 1.98 -1.63 -0.60
N 0.98 -1.38 -1.47
N 1.42 -1.72 -2.72
C 2.69 -2.12 -2.64
C 3.10 -2.08 -1.31
B 0.43 -1.57 -3.91
N -0.98 -2.23 -3.63
N -1.69 -2.02 -2.47
C -2.83 -2.74 -2.58
C -2.86 -3.39 -3.83
C -1.68 -3.02 -4.46
Mg -0.74 -0.40 -1.37
N 0.17 -0.05 -4.14
N -0.41 0.78 -3.19
C -0.45 2.01 -3.76
C 0.11 1.97 -5.05
C 0.48 0.65 -5.25
H -0.86 2.91 -3.30
H 0.94 0.16 -6.10
H 0.26 2.79 -5.73
H 0.90 -2.07 -4.88
H -1.30 -3.28 -5.43
H 3.20 -2.41 -3.52
H -3.64 -4.04 -4.19
H 4.04 -2.30 -0.88
H -3.61 -2.77 -1.83
H 1.82 -1.49 0.45
H -2.36 0.65 -1.56
C -3.00 0.24 -0.73
H -3.90 -0.19 -1.22
H -2.55 -0.52 -0.06
H -3.33 1.12 -0.16
C 0.68 2.99 5.04
C 1.37 1.97 4.16
C 1.97 0.81 4.71
C 2.46 -0.21 3.87
C 3.09 -1.43 4.52
C 2.24 -0.08 2.50
C 1.33 0.90 2.03
C 1.30 2.09 2.78
N 0.19 0.58 1.31
C -0.88 1.39 1.23
C -0.97 -0.81 2.23
C -0.85 2.64 0.40
C -2.06 1.41 2.09
H 0.81 2.72 6.11
H 1.11 3.99 4.84
H -0.41 3.08 4.82
H 2.11 0.73 5.80
H 3.95 -1.12 5.15
H 2.38 -1.97 5.19
H 3.44 -2.14 3.76
H 2.63 -0.78 1.77
H 0.85 2.98 2.33
H -0.82 -0.31 3.20
H -2.02 -1.06 1.97
H -0.24 -1.54 1.89
H 0.12 2.84 -0.11
H -1.73 2.61 -0.30
H -1.07 3.38 1.20
H -2.70 2.23 1.80
H -2.80 0.62 2.13
H -1.80 1.64 3.12
*
```

4.
The following is a quantum chemistry calculation of a molecular structure, C22H32Br2CaN3OSe2, from OMol25.

The LUMO energy is 1.94 eV. The frontier orbital gap is 0.13055 hartree. The calculation puts the total energy at -319069.95015 eV. The calculation puts the relative energy (zero: lowest compared OMol25 entry of this formula, charge and spin) at 1.57 kcal/mol.

```
! wB97M-V def2-TZVPD RIJCOSX def2/J DEFGRID3
* xyz -1 1
Ca -0.49 -0.15 0.52
Br 5.14 -1.65 4.40
C 3.70 -1.09 3.28
C 2.81 -0.08 3.78
C 1.73 0.18 2.98
N 1.47 -0.36 1.79
C 2.44 -1.23 1.22
C 3.53 -1.67 2.08
C 2.28 -1.64 -0.08
C 3.20 -2.55 -0.76
C 3.08 -2.74 -2.09
Br 4.30 -3.90 -2.99
C 2.04 -2.13 -2.86
C 1.10 -1.45 -2.13
N 1.13 -1.20 -0.82
H 2.95 0.38 4.74
H 0.97 0.88 3.35
H 4.21 -2.44 1.75
H 3.98 -3.05 -0.21
H 1.92 -2.32 -3.92
H 0.22 -1.08 -2.65
N -3.69 2.14 1.10
C -2.70 1.53 1.80
O -1.52 1.79 1.55
C -3.10 0.59 2.91
C -2.41 -0.76 2.72
H -3.42 2.62 0.26
H -4.62 1.75 1.15
H -4.18 0.46 2.91
H -2.82 1.07 3.85
H -2.78 -1.42 3.53
H -1.34 -0.63 2.96
C 2.83 1.52 -1.00
Se 1.24 2.42 -0.33
C 0.59 3.08 -2.05
C -0.09 2.02 -2.89
Se -1.72 1.40 -1.99
C -2.36 0.19 -3.37
H 3.58 2.25 -1.27
H 2.57 0.87 -1.84
H 3.18 0.87 -0.19
H 1.44 3.49 -2.59
H -0.10 3.90 -1.83
H 0.55 1.15 -3.04
H -0.39 2.42 -3.86
H -1.59 -0.54 -3.61
H -2.65 0.74 -4.26
H -3.22 -0.32 -2.95
C -1.04 -3.21 1.48
C -2.47 -2.79 1.13
C -2.74 -3.14 -0.33
C -3.45 -3.61 2.00
C -2.65 -1.27 1.30
H -0.95 -4.30 1.48
H -0.75 -2.87 2.48
H -0.30 -2.84 0.77
H -2.58 -4.20 -0.53
H -2.09 -2.56 -0.99
H -3.78 -2.90 -0.60
H -3.38 -4.68 1.76
H -4.48 -3.29 1.82
H -3.23 -3.51 3.06
H -3.71 -1.05 1.06
*
```

Quick rundown of max |F|, same order as above: 3.78, 1.92, 5.88, 0.34 eV Å⁻¹